# 1
Molecular formula: C9H15N2S
Method: DFT, ωB97M-V with the def2-TZVPD basis set

Structure (XYZ):
```
27
Properties=species:S:1:pos:R:3:nbo_charge:R:1
H 4.78839 -0.72416 1.22241 0.2431
H 3.77880 0.31591 1.69255 0.2168
H -0.98380 -0.10508 -2.57180 0.2288
H -0.11555 2.61819 0.04048 0.2540
N -1.80320 0.31076 0.36067 -0.3667
H 2.24424 1.74821 0.15837 0.2257
C 3.81104 -0.51651 1.13264 -0.6044
H -3.86828 0.44890 0.31347 0.2299
C -1.01182 0.70316 -0.54784 0.2260
H -2.75397 -2.15287 1.35749 0.1918
H -0.88806 1.68460 -2.39653 0.2195
N 1.81100 -0.10384 -0.31482 -0.4192
C 1.11240 -1.17979 -0.37898 0.2369
H -3.17368 -0.80786 2.30168 0.2171
H -4.42031 -1.52440 1.09034 0.2138
C 3.27841 -0.25432 -0.29872 -0.2085
C -1.29967 0.85904 -2.06546 -0.6707
H 3.85368 0.56360 -0.54964 0.2438
H 3.46894 -1.15749 -0.88681 0.2268
S 0.21638 -2.42288 -0.54458 0.5018
C -3.45802 -1.31214 1.30729 -0.5788
C 0.07587 1.61691 -0.16484 -0.1546
C -3.05179 -0.28467 0.20271 -0.2858
C 1.34244 1.24020 -0.05768 -0.0295
H 3.31254 -1.27025 1.57346 0.2100
H -3.41342 -0.81462 -0.64752 0.1874
H -2.38916 1.00340 -2.20200 0.2450
```

Lowest unoccupied orbital energy ... -5.58 eV
HOMO energy ... -12.81 eV
Spin multiplicity ... 1
E_tot ... -23380.5143 eV
HOMO-LUMO gap ... 7.2341 eV
Net charge ... +1



# 2
Molecular formula: C9H15N6
Method: DFT, ωB97M-V with the def2-TZVPD basis set

Structure (XYZ):
```
30
Properties=species:S:1:pos:R:3:nbo_charge:R:1
N 1.30851 0.85776 -0.42383 -0.1916
H 1.34356 4.02467 -0.82788 0.2428
N 0.72424 2.04147 -0.41767 -0.3515
N -0.21223 0.11987 1.19146 -0.5604
H 1.40611 -3.54908 0.81963 0.2409
C 0.55595 -0.30916 0.03782 0.4456
C 1.51722 -1.55048 0.49306 -0.3748
H -2.08014 -1.30435 -2.90132 0.4175
H 0.17360 0.03533 2.12938 0.4303
H -3.26814 -0.29830 -2.29652 0.4079
C -1.24457 0.87881 0.95945 0.6344
C 2.45262 0.86262 -1.14019 -0.0259
C 1.52361 2.90440 -1.01442 -0.0261
C 2.56270 2.19385 -1.56159 -0.3036
C 0.71590 -2.77115 0.94251 -0.6131
H -1.60157 1.54350 2.73549 0.4105
C -1.79260 1.02404 -0.48967 -0.5994
H 0.34684 -2.40594 1.96910 0.1972
H -2.75371 1.56726 -0.55023 0.2544
N -0.38103 -0.79091 -1.07173 -0.5157
N -2.00323 1.42883 1.83380 -0.7124
H -0.27506 -2.93544 0.35404 0.2410
H 2.20216 -1.07536 1.22115 0.2110
H -2.96070 1.56242 1.65041 0.4334
H -1.07076 1.81558 -0.83052 0.3476
H 2.06247 -1.74946 -0.33689 0.2141
H 3.34932 2.65069 -2.07152 0.2385
C -1.41743 -0.18427 -1.29577 0.4602
N -2.24895 -0.52727 -2.26858 -0.7811
H 2.70951 -0.08667 -1.44850 0.2283
```

Lowest unoccupied orbital energy ... -2.78 eV
HOMO energy ... -12.50 eV
Spin multiplicity ... 1
E_tot ... -18509.0484 eV
HOMO-LUMO gap ... 9.7140 eV
Net charge ... +1



# 3
Molecular formula: C9H15NO2S
Method: DFT, ωB97M-V with the def2-TZVPD basis set

Structure (XYZ):
```
28
Properties=species:S:1:pos:R:3:nbo_charge:R:1
C 0.05898 0.51349 -2.83070 -0.4460
C -1.32651 1.39280 -0.06171 -0.3042
C -2.12793 -1.11758 -0.01109 -0.6326
C 0.18547 -2.24917 -3.43242 -0.6199
H 2.99373 0.63241 5.01586 0.1782
N 0.75769 0.96187 1.19008 -0.8453
H 1.33724 0.88673 5.00331 0.1849
O 1.41229 2.76822 2.89720 -0.9288
H 0.78951 -1.89114 -4.26074 0.2164
S 1.99930 1.65644 2.19979 1.6888
H -0.62484 -2.91544 -3.73808 0.2233
H 1.00371 0.10628 0.70155 0.4126
C 2.08474 0.25742 4.62023 -0.2470
H 0.92255 -2.62964 -2.79026 0.2128
H -0.49125 2.48936 1.50130 0.2125
C -0.55289 -0.93398 -3.07664 -0.2247
H -1.54827 -0.89140 -3.70427 0.2077
O 1.98681 0.29855 3.19828 -0.7529
H -3.25423 -1.20771 -0.05408 0.2207
H 1.81620 -0.73339 4.89797 0.2003
H -2.10273 2.21920 -0.25336 0.2213
C -1.47891 0.07773 -0.74228 -0.0340
C -0.42770 1.65358 0.89055 0.0015
H -1.94112 -0.89316 1.15879 0.2162
H -1.62536 -2.03348 -0.34529 0.2198
H -0.17883 1.34032 -3.44863 0.2190
C -0.82508 -0.13926 -1.86388 -0.0071
H 1.15741 0.38097 -2.66147 0.2067
```

Lowest unoccupied orbital energy ... 0.73 eV
HOMO energy ... -8.26 eV
Spin multiplicity ... 1
E_tot ... -25991.7162 eV
HOMO-LUMO gap ... 8.9880 eV
Net charge ... 0



# 4
Molecular formula: C9H15NO2S
Method: DFT, ωB97M-V with the def2-TZVPD basis set

Structure (XYZ):
```
28
Properties=species:S:1:pos:R:3:mulliken_spin:R:1
C -0.70735 1.75398 0.58382 0.0330
H 0.04912 1.34262 -4.93899 0.0003
H -1.46730 0.53204 -4.91099 -0.0004
H 0.42620 -1.74235 -0.47994 0.0351
H 2.83679 -0.04236 4.83368 0.0114
H 0.34425 2.09374 -2.18686 -0.0010
O -0.96929 0.23226 5.03624 -0.0119
C 0.97578 -0.60434 4.15267 -0.0017
H 1.48857 0.34230 6.05456 0.0120
H -0.25114 2.80520 0.41127 0.0002
H -1.40443 0.16555 -0.59117 0.0001
H 2.12449 -1.42340 0.19618 0.0270
C 1.41074 -1.01156 2.87738 0.4250
N -0.46500 -0.59913 4.34604 -0.0030
O -1.04899 -1.46182 3.72822 0.0027
S 0.33307 -1.00590 1.65804 0.2130
H -0.94322 -0.40597 -2.91637 0.0014
H 0.67158 -0.11979 -3.35186 -0.0046
C -0.77112 0.96886 -0.75980 0.0083
H -1.19812 2.21368 -4.01078 0.0003
H 2.52598 -0.88436 2.66467 0.0064
C -0.78712 1.21657 -4.29531 0.0006
H 0.11536 1.30901 1.24605 0.0014
C -0.22231 0.36035 -3.12126 -0.0001
C 1.07920 -1.56552 0.31008 0.7702
H -1.58575 1.73189 1.13229 0.0026
C -0.20160 1.22069 -1.95750 0.0070
C 1.81395 -0.06880 5.08166 0.4647
```

Lowest unoccupied orbital energy (spin up / spin down) ... -0.32 / -1.46 eV
HOMO energy (spin up / spin down) ... -6.40 / -9.06 eV
Spin multiplicity ... 3
E_tot ... -25987.4830 eV
HOMO-LUMO gap (spin up / spin down) ... 6.0858 / 7.6018 eV
Net charge ... 0



For reference, ΔE to the lowest compared entry with this formula, charge and spin by record: 95.3; 13.1; 111.6; 66.5 kcal per mole.